DFT (ωB97M-V with the def2-TZVPD basis set) results for a structure of composition C12H19CeO7P at a distorted geometry.

The geometry in XYZ format:
```
40
Properties=species:S:1:pos:R:3:forces:R:3:mulliken_spin:R:1
Ce -0.4067 0.5897 -0.5966 3.523 -4.506 -1.040 1.01
C -1.6309 2.3306 0.3956 -5.878 8.562 2.436 0.00
O -2.2783 3.2953 0.5709 3.883 -5.770 -0.840 0.01
C -0.4957 2.6904 -2.2195 -0.054 5.662 -2.577 0.00
O -0.4291 3.7321 -2.7202 -0.299 -4.802 2.095 0.00
C -2.9325 0.8100 -1.7248 -5.102 2.119 -1.865 0.00
O -3.9406 1.2307 -2.1102 4.639 -2.110 1.687 0.00
C 1.8300 1.2881 -2.5596 3.157 0.564 -0.758 0.00
O 2.8672 1.6156 -2.9057 -3.066 -0.979 0.803 0.00
C -0.8037 -1.6075 -4.3028 0.154 -0.213 0.970 0.00
H 0.1897 -2.0963 -4.1901 -1.007 0.091 -0.170 0.00
H -1.7185 -2.0872 -3.8846 0.889 0.100 -0.559 0.00
C -0.8839 -0.4131 -4.8960 0.058 0.780 0.587 0.00
H -1.8621 0.1023 -4.9713 0.780 -0.289 -0.330 0.00
H 0.0419 0.0817 -5.2515 -0.872 -0.274 -0.101 0.00
C -0.7976 -3.6236 1.6921 0.076 0.164 0.107 0.00
C -1.1613 -2.4579 0.8155 0.596 0.315 -0.179 0.00
O 0.1557 -1.7836 0.2275 -0.995 1.076 0.287 0.00
P 1.6669 -1.5625 1.0440 -0.685 0.033 1.315 0.00
O 1.2637 -1.5399 2.6065 0.156 1.310 -1.476 0.00
C 0.7614 -0.3469 3.3784 0.943 -0.873 -0.075 0.00
C -0.6809 -0.0461 3.1534 -0.365 -0.074 0.424 0.00
O 1.5745 0.2149 0.6516 -0.780 0.506 -0.439 -0.01
C 2.5750 1.3430 0.7507 0.171 -0.400 0.077 0.00
C 1.9050 2.6679 0.3906 -0.351 -0.043 0.165 0.01
H -0.1498 -4.3062 1.1387 -0.170 -0.124 0.089 0.00
H -1.7009 -4.1471 2.0245 0.084 0.037 -0.268 0.00
H -0.2827 -3.2730 2.5845 -0.024 -0.197 -0.034 0.00
H -1.7868 -2.7303 -0.0421 0.626 -0.028 -0.160 0.00
H -1.6804 -1.6588 1.3538 0.163 -0.045 0.036 0.00
H 0.9688 -0.6648 4.3994 -0.222 0.139 -0.012 0.00
H 1.4046 0.5033 3.1545 0.020 -0.132 0.020 0.00
H -0.8978 0.5226 2.2402 0.106 0.091 -0.512 0.00
H -1.2924 -0.9466 3.1566 -0.039 0.113 0.210 0.00
H -1.0171 0.6174 3.9534 -0.090 -0.105 0.050 0.00
H 2.9733 1.3717 1.7798 -0.200 -0.114 -0.519 0.00
H 3.3839 1.1158 0.0428 -0.178 -0.013 0.332 0.00
H 1.0850 2.9679 1.0716 0.349 -0.213 -0.001 0.00
H 2.6533 3.4761 0.4496 -0.221 -0.253 -0.009 0.00
H 1.5300 2.7246 -0.6511 0.223 -0.105 0.234 0.00
```
Forces are in eV/Å.

HOMO energy (spin up / spin down): -18.907 / -18.915 eV
Multiplicity: 2
Energy relative to the best compared isomer or geometry (same formula, charge and spin): 0.0 kcal per mole
E_tot: -1810.6840 Ha
Expectation value of S²: 0.751
HOMO-LUMO gap (spin up / spin down): 5.83 / 5.90 eV
Net charge: +3


DFT (ωB97M-V with the def2-TZVPD basis set) results for a structure of composition C27H34N4O2S at a distorted geometry.

The geometry in XYZ format:
```
68
Properties=species:S:1:pos:R:3:forces:R:3:mulliken_charge:R:1
C -0.8893 8.2678 -0.6847 0.101 -0.360 0.104 -0.95
N -1.5130 6.9573 -0.7329 -0.943 0.710 -0.061 0.16
C -2.1421 6.6848 -2.0132 0.341 -0.242 0.257 -0.97
C -1.0554 5.9174 0.0914 0.408 -0.732 0.623 -0.04
C -1.6804 5.6793 1.3442 0.302 0.344 -0.977 -0.18
C -1.2277 4.6661 2.1652 0.524 -0.576 0.273 -0.82
C -0.1261 3.8483 1.8042 -0.235 1.104 -1.001 0.41
C 0.3237 2.8072 2.6951 0.263 -0.566 0.347 0.11
C 1.4193 2.0285 2.4999 0.161 0.443 0.792 -0.65
C 1.7280 0.8502 3.3141 -1.721 -1.746 -3.526 0.36
C 2.7004 -0.1044 2.7201 0.213 0.505 0.708 0.47
C 2.5412 -1.4895 2.9027 0.206 -0.039 0.214 -0.55
C 3.4722 -2.3826 2.3964 0.150 0.227 -0.326 -0.57
C 4.5309 -1.9217 1.5731 -0.036 0.390 0.476 0.38
N 5.4546 -2.8161 1.0352 -0.309 -0.678 -0.333 0.13
C 5.9095 -2.6849 -0.3339 -0.028 0.429 0.200 -1.04
C 6.3795 -3.5411 1.8836 -0.054 0.053 0.148 -0.94
C 4.6561 -0.5363 1.3388 -0.236 -0.016 0.226 -0.56
C 3.7951 0.3540 1.9690 -0.029 -0.096 -0.337 -0.53
C 0.4980 4.1052 0.5553 -0.240 -0.073 0.373 -0.96
C 0.0360 5.1043 -0.2904 -0.383 0.198 0.252 -0.24
H -0.5218 8.4768 0.3269 -0.098 0.014 -0.256 0.30
H -0.0498 8.3391 -1.3978 0.000 0.118 0.141 0.31
H -1.6429 9.0125 -0.9709 0.225 0.002 0.146 0.32
H -2.7310 5.7611 -1.9576 0.124 0.242 -0.061 0.29
H -2.8033 7.5300 -2.2464 0.055 -0.270 -0.056 0.32
H -1.3982 6.5959 -2.8221 -0.165 -0.055 -0.082 0.33
H -2.5311 6.3076 1.6207 0.322 -0.225 -0.056 0.43
H -1.7037 4.4903 3.1308 0.066 0.011 -0.228 0.41
H -0.2562 2.6516 3.6066 0.091 -0.063 -0.113 0.40
H 2.0811 2.2518 1.6696 -0.006 -0.113 0.244 -0.04
H 0.8096 0.3329 3.6092 0.406 0.326 0.618 0.65
H 1.6677 -1.8556 3.4463 0.353 0.074 -0.002 0.35
H 3.3782 -3.4533 2.5803 -0.029 0.300 -0.104 0.47
H 5.0734 -2.4007 -0.9852 0.233 -0.069 0.132 0.31
H 6.7129 -1.9368 -0.4324 -0.011 -0.121 -0.170 0.35
H 6.3008 -3.6607 -0.6488 -0.100 0.271 -0.053 0.32
H 5.9402 -3.7132 2.8727 0.139 -0.001 -0.234 0.33
H 6.6179 -4.5000 1.4048 -0.062 0.114 0.261 0.29
H 7.3275 -2.9835 2.0079 -0.213 -0.125 0.069 0.29
H 5.4734 -0.1696 0.7146 -0.243 -0.095 0.242 0.28
H 3.9551 1.4280 1.8567 0.049 -0.348 0.026 0.50
H 1.3624 3.5136 0.2569 -0.244 0.122 -0.015 0.32
H 0.5153 5.2892 -1.2564 -0.126 -0.087 0.356 0.37
C 2.9549 -1.4574 9.2441 -0.178 -0.508 -0.024 -0.94
C 3.6524 -0.2109 8.7759 -0.088 0.851 -0.378 -1.04
N 2.7827 0.6301 7.8990 -0.156 -0.168 0.647 0.02
C 2.9182 0.4927 6.4892 2.131 -2.081 -0.393 0.95
O 3.7558 -0.3341 6.0562 -0.906 0.996 0.454 -0.76
C 2.0856 1.2627 5.6863 0.181 0.602 0.682 -0.48
C 1.0126 1.9215 6.2651 -2.358 1.040 -0.563 0.79
O -0.0194 2.3128 5.6672 1.046 -0.144 0.311 -0.74
N 1.0690 2.1643 7.6652 -0.394 -0.417 0.442 0.01
C -0.0369 2.9729 8.2519 0.782 -0.009 -0.206 -1.00
C -1.2412 2.1449 8.6103 -0.494 -0.256 -0.023 -0.96
C 1.8084 1.3779 8.5203 0.193 -0.011 -0.682 0.44
S 1.5157 1.3020 10.1714 0.310 0.414 -0.248 -0.32
H 3.6591 -2.0430 9.8401 -0.088 -0.062 -0.007 0.35
H 2.0822 -1.2181 9.8649 0.313 -0.137 -0.253 0.31
H 2.6466 -2.0581 8.3829 0.016 -0.015 0.124 0.28
H 3.8791 0.4301 9.6365 0.179 -0.205 -0.272 0.48
H 4.5493 -0.4366 8.1941 -0.210 0.070 0.137 0.41
H 2.1918 1.2281 4.5527 0.686 0.579 1.249 -0.57
H 0.3933 3.4185 9.1541 -0.134 0.102 -0.272 0.52
H -0.2826 3.7329 7.5060 0.064 -0.124 0.219 0.40
H -2.0202 2.8157 8.9887 0.020 -0.148 -0.014 0.35
H -1.6226 1.6418 7.7156 -0.005 0.044 0.180 0.29
H -1.0027 1.4072 9.3895 -0.130 0.285 -0.340 0.31
```
Forces are in eV/Å.

HOMO energy: -7.664 eV
Energy relative to the best compared isomer or geometry (same formula, charge and spin): 7.6 kcal per mole
E_tot: -1816.8066 Ha
HOMO-LUMO gap: 5.50 eV


DFT (ωB97M-V with the def2-TZVPD basis set) results for the molecule C3H4O3.

The geometry in XYZ format:
```
10
Properties=species:S:1:pos:R:3:forces:R:3:mulliken_charge:R:1
O 0.6867 1.5656 1.0466 -0.167 -0.221 -0.032 -0.38
C 0.4345 0.7617 0.0512 0.176 0.203 0.058 -0.12
C -0.8326 0.0453 -0.1323 0.000 0.134 0.241 0.36
O -1.2936 0.9342 -0.9329 -0.076 -0.105 -0.040 -0.63
C 0.7816 -1.5858 -0.3023 -0.390 -0.189 -0.217 -0.32
O -0.4118 -1.3474 -0.6905 0.414 -0.045 0.076 -0.25
H 0.1190 1.3546 1.8059 0.076 0.055 -0.082 0.36
H 1.0617 0.9185 -0.8143 -0.080 -0.055 0.067 0.36
H -1.4025 -0.2523 0.7714 0.044 0.056 -0.136 0.40
H 1.0231 -2.6105 -0.6671 0.004 0.166 0.065 0.21
```
Forces are in eV/Å.

HOMO energy: -8.736 eV
Energy relative to the best compared isomer or geometry (same formula, charge and spin): 133.3 kcal per mole
E_tot: -342.2435 Ha
HOMO-LUMO gap: 8.97 eV